A cluster of 6 separate species, C21H44O7 in total, computed with ωB97M-V with the def2-TZVPD basis set.

Last column: Mulliken charge in e.
Atoms and positions in Å:
H -30.775628 1.501820 -52.400759  0.35
C -33.335620 -7.574239 -53.268525  0.76
C -32.280410 -6.365821 -47.700330  -1.77
C -30.618272 -3.816141 -53.555933  0.26
H -29.434297 -6.411906 -55.955589  0.38
H -27.442989 -8.232690 -51.381005  0.42
H -31.333594 -5.983566 -47.587467  0.44
H -24.858021 -7.675857 -60.549868  0.24
H -24.023984 -6.139184 -58.299293  0.21
H -30.833128 -1.641813 -54.204888  0.16
C -29.633900 -5.365022 -55.528658  -0.53
H -33.137933 -7.325417 -54.332628  0.23
H -29.356405 2.573012 -55.485830  0.31
H -26.309285 -5.119294 -58.887072  0.17
C -27.955341 -7.315787 -51.210249  -1.05
C -31.926462 0.765613 -55.356740  -1.81
H -30.056017 -5.853014 -53.466561  0.52
H -34.643662 -8.617617 -51.869166  0.23
H -26.615302 -7.949401 -57.949038  0.35
C -30.102880 -5.048914 -54.099584  0.10
H -27.209430 -6.731383 -57.145063  0.19
O -29.183790 -6.320435 -49.505574  -0.55
H -30.820470 3.298996 -55.121650  0.31
C -27.018883 -6.988024 -58.192262  -1.08
H -26.721979 -8.606988 -48.865864  0.41
H -33.634418 -6.483585 -49.576421  0.39
H -29.638620 2.988482 -53.868110  0.35
H -29.919969 -6.346963 -50.074915  0.14
C -33.907570 -6.122186 -52.926621  -1.35
C -34.319833 -8.689863 -52.989882  -1.66
H -27.927990 -6.705506 -58.866172  0.35
H -31.533948 0.801524 -56.222320  0.57
C -28.329948 -7.447333 -49.727947  0.77
H -28.907270 -8.244973 -49.548772  0.27
O -31.799431 -7.236655 -49.989563  -0.59
C -30.375984 -2.915478 -55.939404  -0.43
H -28.649103 -7.024771 -51.994684  0.14
H -31.914672 -7.076528 -51.047429  0.22
O -30.848295 -3.784275 -52.376881  -0.47
H -30.269952 -2.056459 -56.519056  0.53
H -33.944993 -5.968762 -51.971576  0.47
H -32.600568 1.520172 -55.342666  0.53
H -32.225664 -7.158684 -47.253470  0.70
O -29.734092 -4.381209 -57.676592  -0.51
C -30.565371 -2.735785 -54.497365  -0.29
O -31.471001 1.221798 -53.079981  -0.57
C -25.895345 -6.149950 -58.864609  0.47
H -27.431588 -7.866907 -47.639043  0.37
H -30.068165 0.513126 -54.491288  0.12
H -33.175000 -4.097258 -49.447749  0.26
C -29.982226 -4.159024 -56.540037  0.18
O -32.068063 -7.791114 -52.783725  -0.55
H -35.365846 -8.407928 -53.434396  0.32
C -32.599212 -6.378239 -49.295837  0.61
H -26.656115 -6.874493 -60.509273  0.41
H -35.006840 -6.050403 -53.386085  0.33
H -26.681014 -6.819214 -48.812162  0.43
C -25.700890 -6.697035 -60.208692  -1.27
H -27.123986 -6.681493 -51.575995  0.32
C -32.379874 -4.903903 -49.801558  -1.27
H -32.644467 -4.937075 -50.751709  0.04
H -31.733934 -8.874301 -52.861984  0.33
O -24.778523 -6.154607 -57.968068  -0.48
H -33.945178 -9.447097 -53.169703  0.78
H -25.421670 -5.953735 -60.840025  0.46
H -33.037550 -5.690249 -47.107576  0.27
H -32.260743 -0.255174 -55.131198  0.35
C -30.876235 1.242733 -54.351855  0.82
C -27.204958 -7.697958 -48.676102  -1.67
H -31.460815 -4.432692 -49.947427  0.61
C -30.195098 2.548509 -54.700188  -1.25
H -33.164081 -5.389027 -53.041635  0.19

Cartesian forces (eV/Å) of the 2 atoms listed first:
H -1.50 -0.59 -1.38
C -1.77 2.60 -2.45

Properties
LUMO level (Ha): -0.0771
SMILES: O=C1C=CC(=O)C=C1.CC(C)O.CC(C)O.CC(C)O.CC(C)O.CC(C)O
Orbital gap (eV): 7.09
Net charge: 0


A cluster of 2 separate species, H6N2O2 in total, computed with ωB97M-V with the def2-TZVPD basis set.

Last column: Mulliken charge in e.
Atoms and positions in Å:
O 1.777810 -0.335440 0.631382  -0.30
N -1.300241 0.654440 0.314243  -0.49
H -1.244841 0.652294 1.337015  0.26
H -0.608977 -0.895944 -0.768435  0.24
O 1.601364 0.266579 -0.655019  -0.39
H 1.601185 1.190555 -0.446579  0.33
H 2.272236 -1.173164 0.504560  0.33
H -0.384632 0.994380 -0.024802  0.23
H -2.284889 -0.645651 -0.742777  0.25
N -1.429019 -0.708050 -0.149584  -0.46

Cartesian forces (eV/Å) of the 2 atoms listed first:
O -0.01 -0.07 0.82
N 0.94 0.62 0.21

Properties
LUMO level (Ha): 0.0299
SMILES: NN.OO
Orbital gap (eV): 9.42
Net charge: 0


A structure of composition C12H29ClMnN2O6, computed with ωB97M-V with the def2-TZVPD basis set.

Last column: Mulliken charge in e.
Atoms and positions in Å:
H 1.448797 -2.047698 -0.511117  0.16
H 2.387171 4.032862 -2.814194  0.30
H -2.377546 -3.549090 -5.039047  0.33
H 0.119299 0.849513 0.392224  -0.01
H -0.923078 -3.785490 0.538666  0.38
H -1.740838 -0.373901 -3.710990  0.49
C -1.279000 -1.208070 -3.215411  -0.46
H -0.457956 -2.115829 0.968165  0.20
H 3.391616 5.929614 -2.062643  0.31
H 1.220336 -3.757830 -0.975855  0.34
Mn -4.388178 1.253045 -0.758339  1.13
H 1.925389 3.378228 -0.298907  0.03
C -0.101921 -3.075265 0.567837  -1.05
C -3.018757 -0.682930 3.894445  -0.49
H 4.377033 0.060214 2.688231  0.33
N -0.127302 -2.477581 -1.827119  0.19
C 0.720380 -2.836487 -0.676132  -0.22
H 0.827700 2.992691 -1.667927  0.13
H -0.655486 -3.274846 -5.616300  0.36
H 3.713824 0.593924 0.715461  0.43
C 1.676418 0.330576 1.526282  0.05
O 0.023316 4.358101 -0.528777  -0.49
H -2.607530 0.582560 2.443489  0.29
O -1.343695 0.492343 5.133825  -0.54
O 3.642796 0.671422 2.785475  -0.55
C -0.736888 -1.263808 -1.981695  0.00
O -2.767904 -0.363220 2.525766  -0.46
H -3.500605 -1.659187 3.901725  0.34
H 1.177718 5.345302 -2.545306  0.30
H -0.035915 -4.196319 -3.085460  0.40
H -3.630282 0.042651 4.433523  0.32
H 1.069483 0.872328 2.251580  0.25
C 1.901052 4.674571 -2.076449  -0.52
C -0.435315 -3.212749 -2.897807  -0.06
C 3.070294 0.957245 1.513874  -0.59
H -0.728032 -0.535956 -1.191325  0.11
C -1.531027 -2.874744 -5.114083  -0.83
H 1.776780 -0.734298 1.752969  0.16
H -0.541604 3.652055 -0.210561  0.20
H -1.840945 -1.983175 -5.652240  0.31
O 2.847774 5.504093 -1.391968  -0.53
C 1.246152 3.798419 -1.035982  0.29
H -0.386862 0.571001 5.102951  0.32
H 0.536121 -3.331989 1.418950  0.39
O 1.005019 0.506265 0.265974  -0.31
N -1.092893 -2.455721 -3.767358  0.10
Cl -2.133392 1.834627 -0.123752  -0.26
H -0.930335 -1.306142 4.165985  0.20
H -1.962310 -1.415804 5.579626  0.35
H 2.912187 2.036361 1.511637  0.14
C -1.741059 -0.801881 4.698083  -0.29

Cartesian forces (eV/Å) of the 2 atoms listed first:
H -0.03 0.08 -0.20
H 0.06 0.05 -0.05

Properties
LUMO level (spin up / spin down) (Ha): -0.3867 / -0.3861
Orbital gap (spin up / spin down) (eV): 3.16 / 3.17
Net charge: +2
Spin multiplicity: 6


The molecule C21H18ClNO4, computed with ωB97M-V with the def2-TZVPD basis set.

Last column: Mulliken charge in e.
Atoms and positions in Å:
H -5.862667 -0.801354 1.050112  0.43
H -0.773617 0.875760 -1.176878  0.14
H 4.288733 2.011549 1.777270  0.37
H 0.198921 -3.931597 -0.447648  0.43
H -4.133126 -2.570151 1.196703  0.47
H 3.532745 -0.020191 -1.899018  0.53
H 2.584525 -3.573082 0.130405  0.40
H -3.117083 1.643737 -1.131143  0.59
H -1.389195 3.374207 0.594375  0.27
H -0.856167 -0.417788 1.720965  0.38
C 1.833447 -2.879684 0.478668  -0.71
C -3.927208 -1.641490 0.688538  -0.68
C 1.232300 -0.905426 1.692050  -0.54
C 1.912803 1.129588 -1.121415  0.77
C -3.343102 0.724959 -0.612128  -0.44
H 0.179240 4.138056 0.945832  0.38
O -0.955971 -2.025976 -2.363657  -0.63
N -1.158220 -0.066629 -1.209889  0.25
H 3.237711 -1.619594 1.497062  0.45
C -0.097121 -1.101147 1.366179  0.09
H 5.050521 0.517949 -0.036418  0.44
O 1.045563 0.927607 -2.171056  -0.57
C -0.462884 -2.196226 0.589978  0.17
C 2.340125 2.281135 0.951575  -0.48
Cl -5.748675 1.810436 -0.085394  -0.23
C 3.624780 1.759118 0.964627  -0.60
C -0.350617 3.184851 0.861332  -1.05
O 0.174045 2.393039 -0.177350  -0.40
C -2.384344 -0.281024 -0.566716  0.20
C 0.507487 -3.092416 0.154293  -0.55
C -0.541163 -0.937077 -2.044752  0.53
C -2.662002 -1.465130 0.135321  0.27
C 2.201787 -1.785560 1.244823  -0.48
C 4.050819 0.923426 -0.047501  -0.77
H 0.741876 -0.403827 -3.677855  0.33
C 1.470140 1.965083 -0.079564  0.39
H 1.578370 -1.090157 -2.268500  0.23
C 3.196035 0.614049 -1.092986  -0.32
O -1.766844 -2.482710 0.283799  -0.44
C -4.578851 0.539566 -0.020864  0.13
C 0.792151 -0.396613 -2.584238  -0.49
H 2.025522 2.926408 1.756466  0.43
H 1.513642 -0.061024 2.302961  0.53
H -0.314881 2.659915 1.821091  0.40
C -4.889540 -0.654570 0.610555  -0.61

Cartesian forces (eV/Å) of the 2 atoms listed first:
H -0.09 0.01 0.04
H -0.03 -0.24 0.09

Properties
LUMO level (Ha): 0.0214
SMILES: COc1ccccc1OCC(=O)Nc1cc(Cl)ccc1Oc1ccccc1
Orbital gap (eV): 8.96
Net charge: 0


A cluster of 4 separate species, C4H17N3O4 in total, computed with ωB97M-V with the def2-TZVPD basis set.

Last column: Mulliken charge in e.
Atoms and positions in Å:
H -1.021794 2.873955 0.288404  0.24
H -1.662252 -1.418336 1.115921  0.35
H 3.094986 -2.461491 0.205409  0.17
H -0.981477 -1.573986 -0.943495  0.41
H -1.458827 1.128853 -1.853367  0.34
H 1.081678 1.043236 2.113652  0.48
H 0.595517 1.589489 -1.796355  0.36
H 1.836464 -3.411963 -0.534510  0.25
O -1.201764 -1.105428 -1.775199  -0.63
H -2.963958 1.639047 -1.529645  0.31
C 1.164750 -1.827069 0.545299  0.59
N 2.132616 -2.571770 -0.065157  -0.43
C 0.618919 0.325629 1.436518  -1.22
O -0.022583 -2.129739 0.453568  -0.83
N 1.602638 -0.722353 1.205984  -0.18
H -0.178782 -0.087674 2.052343  0.26
H -2.582195 -0.348630 1.765121  0.32
H -2.153607 -1.292258 -1.794112  0.32
N -0.210577 2.428413 0.663620  -0.50
C 1.132712 1.163239 -0.948589  -1.37
H 2.016383 1.745958 -0.704588  0.37
O -2.587834 -1.176419 1.277441  -0.66
H 2.584645 -0.505589 1.232784  0.24
H 1.347028 0.147347 -1.299801  0.32
H -0.744936 0.635753 -0.235736  0.20
H 0.572931 3.021114 0.873595  0.19
O -2.131319 1.801437 -1.968885  -0.65
C 0.120631 1.089235 0.219793  0.73

Cartesian forces (eV/Å) of the 2 atoms listed first:
H 0.03 0.15 -0.45
H 0.01 0.03 0.14

Properties
LUMO level (Ha): 0.0169
SMILES: C[C@H](N)CNC(N)=O.O.O.O
Orbital gap (eV): 9.31
Net charge: 0


What is the formula in the fifth record?
C4H17N3O4